1.
ORCA calculation (ωB97M-V/def2-TZVPD) on a cluster of 6 separate species, C7H23NO5 in total in a non-equilibrium geometry.

Its largest force on an atom is 4.2 eV/A. The spin multiplicity is 2. The lowest unoccupied orbital energy (spin up / spin down) is -3.641 / -8.340 eV. The value obtained for the HOMO energy (spin up / spin down) is -12.924 / -12.567 eV. For the energy above the lowest of the compared OMol25 structures with the same formula, charge and spin, the calculation gives 0.0 kcal per mole. For the HOMO-LUMO gap (spin up / spin down), the calculation gives 9.283 / 4.227 eV. For the total energy, the calculation gives -711.11388 Ha. Its total charge is +1.

Each line ends with the Mulliken charge.
Atoms and positions in Å:
H 1.19154 1.19423 -3.47456  0.27
H -0.93125 -0.80740 -1.63397  0.12
H -2.24471 0.94489 -2.57581  0.40
O -1.75285 2.56890 1.88599  -0.69
C 2.20760 1.39956 1.66663  -1.56
H 1.18339 -0.16294 -2.71730  0.35
H -0.93095 2.60448 1.46128  0.37
H 2.68025 1.68751 0.70498  0.38
O 1.98150 -1.70646 -2.76763  -0.74
H -2.77055 2.18111 0.02450  0.31
O 0.95274 -2.67652 1.61125  -0.74
H -3.84656 1.29531 -0.70730  0.33
C 0.23262 0.46280 0.53033  -0.18
O 0.78103 0.70621 -2.77529  -0.55
H -2.55665 -0.88753 -0.94150  0.52
H -1.35273 -0.64192 2.53280  0.30
C 0.91271 0.73079 1.65349  0.54
H 2.14962 2.34429 2.23710  0.36
H 0.51397 -3.58111 1.66466  0.32
C -1.04347 -0.19442 0.43475  1.20
H 2.29756 -1.98334 -1.81850  0.44
H 3.43491 -1.91526 0.03445  0.31
H 0.67141 0.73842 -0.49551  -0.08
H 2.99073 0.75835 2.15440  0.34
C -1.71328 -0.67763 1.52051  -1.51
H -2.67146 -1.12148 1.50133  0.40
C -1.97277 1.07714 -1.54579  -0.66
N -3.05629 1.80750 -0.88264  -0.12
O 2.77826 -2.48779 -0.33524  -0.72
H 0.48873 0.45083 2.64392  0.29
C -1.65200 -0.31873 -0.93515  -0.81
H 0.25064 -2.03285 1.47124  0.39
H 1.52881 -2.44336 -3.08962  0.29
H 2.08521 -2.63050 0.34238  0.39
H -1.72024 1.61280 2.17327  0.37
H -1.09749 1.70411 -1.55346  0.35

Cartesian forces (eV/Å) of the 3 atoms listed first:
0.5 0.2 -0.6
-0.5 0.7 0.2
-0.3 -0.4 -0.6

***

2.
ORCA calculation (ωB97M-V/def2-TZVPD) on a cluster of 2 separate species, C8H21N2O3Si in total in a non-equilibrium geometry.

Its largest force on an atom is 4.6 eV/A. The lowest unoccupied orbital energy (spin up / spin down) is -2.968 / -2.969 eV. The value obtained for the HOMO energy (spin up / spin down) is -11.203 / -11.203 eV. For the energy above the lowest of the compared OMol25 structures with the same formula, charge and spin, the calculation gives 43.6 kcal per mole. For the HOMO-LUMO gap (spin up / spin down), the calculation gives 8.235 / 8.234 eV. For the total energy, the calculation gives -941.86723 Ha. Its total charge is +1.

Each line ends with the Mulliken charge.
Atoms and positions in Å:
H -3.08114 1.67443 -1.50763  -0.09
H 0.62133 0.16593 -0.40534  0.39
H 2.12698 -0.51246 2.07193  0.32
H 4.92789 -0.29399 -0.52374  0.45
N 3.27795 -1.60666 -0.37624  0.21
H 5.04265 -2.93602 -0.36639  0.31
O -1.63344 1.82418 0.80607  -0.20
H 0.31467 -0.41635 1.74616  0.30
H -2.85155 1.58676 2.35650  0.28
H -5.40460 0.20198 -0.42655  0.33
C 1.88044 -1.52739 -0.46247  -0.91
H -1.94415 -1.69202 -1.63857  0.24
C 1.29710 -0.00760 1.50338  -1.12
H -3.26219 2.88976 1.33531  0.35
H -5.25143 -0.60628 1.16842  0.25
N 1.52629 -0.16551 0.05286  0.54
C 2.68948 0.56603 -0.39750  -0.53
H 1.20995 -2.34014 -0.26304  0.44
H -1.98652 -0.43042 -2.68253  0.38
C -2.46291 2.41927 1.76877  -0.75
H -4.75718 -1.39763 -0.51265  0.24
C 3.88097 -2.91566 -0.47712  -0.89
C -1.29403 -0.76890 -1.91897  -0.85
C -4.75148 -0.43649 0.17278  -0.64
H 3.47736 -3.56059 0.42534  0.30
H 3.61160 -3.26228 -1.44696  0.38
C 3.90075 -0.43678 -0.31020  -0.25
Si -2.39338 0.96148 -0.37147  -0.07
H -0.28943 -1.19782 -2.26245  0.33
H 2.54764 0.99294 -1.35387  0.41
O -3.40083 -0.06988 0.22142  -0.21
H 1.22192 0.97319 1.66075  0.58
O -1.08249 0.17988 -0.96137  -0.12
H 2.80447 1.44983 0.34294  0.37
H -1.83511 3.11729 2.32718  0.25

Cartesian forces (eV/Å) of the 3 atoms listed first:
0.4 0.0 0.6
0.9 -0.3 0.2
-0.9 0.6 -0.5

***

3.
ORCA calculation (ωB97M-V/def2-TZVPD) on a structure of composition C4H3FeO2 in a non-equilibrium geometry.

Its largest force on an atom is 5.7 eV/A. The spin multiplicity is 7. The lowest unoccupied orbital energy (spin up / spin down) is -4.528 / -8.073 eV. The value obtained for the HOMO energy (spin up / spin down) is -11.855 / -14.714 eV. For the HOMO-LUMO gap (spin up / spin down), the calculation gives 7.326 / 6.641 eV. For the total energy, the calculation gives -1567.95037 Ha. Its total charge is +1.

Each line ends with the Mulliken charge.
Atoms and positions in Å:
H 1.91283 0.83900 -0.50651  0.38
C -1.32152 0.81381 -0.78114  0.44
Fe -1.72449 -1.91455 0.73548  0.61
H -0.32779 2.07366 0.44940  0.36
O 0.03957 -1.49834 0.92098  -0.48
C 1.02388 0.37580 -0.08072  -0.38
C 1.10168 -0.84123 0.49825  0.35
O -2.34288 0.60522 -1.31490  -0.25
H 1.86783 -1.59061 0.18476  0.36
C -0.22912 1.13723 -0.10561  -0.40

Cartesian forces (eV/Å) of the 3 atoms listed first:
0.0 0.1 0.6
-3.3 -0.8 -0.9
-2.0 -0.6 0.1